1.
Formula: H20O10
Source: the Open Molecules 2025 dataset
Level of theory: ωB97M-V with the def2-TZVPD basis set

Computed properties:
- F_max (eV Å⁻¹) = 10.0
- gap between HOMO and LUMO (eV) = 10.06
- HOMO (eV) = -10.52
- SMILES = O.O.O.O.O.O.O.O.O.O
- multiplicity = 1
- relative energy (zero: lowest compared OMol25 entry of this formula, charge and spin) (eV) = 5.667
- LUMO (eV) = -0.460

CARTESIAN COORDINATES (ANGSTROEM)
O (-0.359, 2.114, -0.128)
H (0.018, 1.757, 0.748)
H (-0.140, 1.580, -0.839)
O (-0.173, -3.653, -1.299)
H (0.513, -3.093, -0.707)
H (0.410, -3.994, -1.887)
O (-2.774, -1.378, 0.975)
H (-2.687, -0.378, 1.282)
H (-1.836, -1.571, 1.120)
O (1.159, 1.605, 3.394)
H (0.966, 2.557, 3.364)
H (0.560, 1.327, 4.140)
O (-3.719, -0.457, -1.400)
H (-4.309, 0.183, -1.039)
H (-3.059, -0.048, -2.034)
O (1.796, -1.994, 2.044)
H (1.908, -1.122, 2.221)
H (2.139, -2.165, 1.167)
O (-0.898, -0.787, -0.847)
H (-0.321, -1.368, -1.438)
H (-1.718, -1.021, -0.908)
O (2.738, -1.312, -0.947)
H (3.346, -0.687, -1.307)
H (2.767, -2.315, -1.372)
O (3.363, 2.087, 0.485)
H (3.162, 1.142, 0.325)
H (2.935, 2.702, -0.073)
O (-1.674, 3.581, -1.986)
H (-1.471, 3.517, -1.113)
H (-2.643, 3.191, -1.941)

Atomic charges from the Löwdin analysis, expressed in e, are listed below: number 1, O, carries -0.06; number 2, H, carries 0.08; number 3, H, carries -0.02; number 4, O, carries -0.04; number 5, H, carries 0.10; number 6, H, carries -0.04; number 7, O, carries -0.11; number 8, H, carries 0.11; number 9, H, carries 0.02; number 10, O, carries -0.08; number 11, H, carries 0.04; number 12, H, carries 0.07; number 13, O, carries -0.06; number 14, H, carries 0.02; number 15, H, carries 0.08; number 16, O, carries 0.00; number 17, H, carries -0.04; number 18, H, carries 0.00; number 19, O, carries -0.02; number 20, H, carries 0.07; number 21, H, carries -0.11; number 22, O, carries -0.10; number 23, H, carries 0.01; number 24, H, carries 0.15; number 25, O, carries -0.04; number 26, H, carries 0.03; number 27, H, carries 0.01; number 28, O, carries -0.07; number 29, H, carries -0.08; number 30, H, carries 0.10

=====

2.
Formula: C35H42F2N5PSSn
Source: the Open Molecules 2025 dataset
Level of theory: ωB97M-V with the def2-TZVPD basis set

Computed properties:
- F_max (eV Å⁻¹) = 1.6
- gap between HOMO and LUMO (spin up / spin down) (eV) = 5.96 / 4.85
- HOMO (spin up / spin down) (eV) = -12.97 / -12.96
- total charge = +2
- multiplicity = 1
- relative energy (zero: lowest compared OMol25 entry of this formula, charge and spin) (eV) = 3.219
- LUMO (spin up / spin down) (eV) = -7.005 / -8.112

CARTESIAN COORDINATES (ANGSTROEM)
Sn (-0.115, -0.805, 0.528)
F (-0.925, -5.776, -1.813)
C (-0.569, -5.164, -0.682)
C (-0.477, -3.781, -0.686)
C (-0.091, -3.122, 0.462)
C (0.196, -3.822, 1.638)
C (0.048, -5.213, 1.593)
F (0.200, -5.939, 2.710)
C (-0.312, -5.902, 0.451)
C (0.521, -3.131, 2.905)
C (1.260, -3.728, 3.927)
C (1.371, -3.079, 5.145)
C (0.756, -1.845, 5.310)
C (0.122, -1.282, 4.216)
N (0.017, -1.896, 3.042)
H (-0.695, -3.250, -1.596)
H (-0.412, -6.977, 0.472)
H (1.736, -4.684, 3.782)
H (1.917, -3.545, 5.954)
H (0.766, -1.338, 6.265)
H (-0.344, -0.304, 4.276)
N (2.398, 3.230, 4.135)
C (3.206, 2.891, 5.211)
C (3.334, 3.762, 6.288)
C (4.160, 3.433, 7.345)
C (4.873, 2.232, 7.343)
C (4.744, 1.353, 6.287)
C (3.907, 1.674, 5.222)
S (3.711, 0.550, 3.892)
N (2.558, 1.210, 2.948)
C (2.074, 2.397, 3.116)
C (1.072, 2.932, 2.155)
C (1.193, 4.250, 1.721)
C (0.173, 4.802, 0.964)
C (-0.932, 4.021, 0.682)
C (-0.929, 2.697, 1.098)
N (0.052, 2.143, 1.799)
H (1.943, 4.132, 4.176)
H (2.788, 4.697, 6.290)
H (4.252, 4.118, 8.176)
H (5.525, 1.990, 8.170)
H (5.295, 0.421, 6.275)
H (2.078, 4.828, 1.954)
H (0.232, 5.825, 0.617)
H (-1.782, 4.429, 0.156)
H (-1.776, 2.050, 0.900)
C (0.228, 2.112, -2.415)
C (-1.077, 1.675, -3.088)
C (-1.120, 2.166, -4.533)
C (-2.235, 2.303, -2.305)
P (-1.229, -0.232, -2.928)
N (-0.674, -0.665, -1.487)
C (-3.060, -0.749, -3.098)
C (-3.766, -0.102, -4.292)
C (-3.111, -2.273, -3.267)
C (-3.799, -0.414, -1.792)
C (-0.118, -1.081, -4.233)
C (1.256, -0.406, -4.197)
C (0.112, -2.544, -3.838)
C (-0.722, -1.004, -5.637)
H (0.226, 3.199, -2.313)
H (1.108, 1.840, -2.991)
H (0.314, 1.675, -1.420)
H (-1.089, 3.258, -4.524)
H (-2.038, 1.877, -5.041)
H (-0.265, 1.829, -5.114)
H (-2.039, 3.372, -2.199)
H (-2.323, 1.864, -1.313)
H (-3.188, 2.208, -2.815)
H (-3.268, -0.320, -5.235)
H (-3.871, 0.976, -4.197)
H (-4.775, -0.514, -4.353)
H (-2.709, -2.601, -4.222)
H (-4.154, -2.591, -3.235)
H (-2.593, -2.769, -2.446)
H (-4.195, 0.597, -1.783)
H (-3.154, -0.561, -0.925)
H (-4.645, -1.094, -1.686)
H (1.601, -0.275, -3.171)
H (1.275, 0.547, -4.720)
H (1.969, -1.063, -4.698)
H (0.743, -2.602, -2.952)
H (0.629, -3.039, -4.663)
H (-0.806, -3.096, -3.665)
H (-1.158, -0.035, -5.867)
H (-1.479, -1.770, -5.798)
H (0.076, -1.179, -6.362)

Atomic charges from the Löwdin analysis, expressed in e, are listed below: number 1, Sn, carries 1.28; number 2, F, carries 0.10; number 3, C, carries -0.26; number 4, C, carries -0.07; number 5, C, carries -0.23; number 6, C, carries -0.15; number 7, C, carries -0.21; number 8, F, carries 0.09; number 9, C, carries 0.10; number 10, C, carries -0.23; number 11, C, carries 0.01; number 12, C, carries -0.04; number 13, C, carries -0.06; number 14, C, carries -0.15; number 15, N, carries 0.00; number 16, H, carries 0.04; number 17, H, carries 0.15; number 18, H, carries 0.12; number 19, H, carries 0.12; number 20, H, carries 0.11; number 21, H, carries 0.11; number 22, N, carries 0.18; number 23, C, carries -0.20; number 24, C, carries 0.01; number 25, C, carries -0.01; number 26, C, carries -0.02; number 27, C, carries -0.07; number 28, C, carries -0.40; number 29, S, carries 1.17; number 30, N, carries -0.20; number 31, C, carries -0.31; number 32, C, carries -0.23; number 33, C, carries -0.01; number 34, C, carries -0.02; number 35, C, carries -0.03; number 36, C, carries -0.16; number 37, N, carries 0.07; number 38, H, carries 0.17; number 39, H, carries 0.13; number 40, H, carries 0.13; number 41, H, carries 0.13; number 42, H, carries 0.12; number 43, H, carries 0.12; number 44, H, carries 0.13; number 45, H, carries 0.12; number 46, H, carries 0.09; number 47, C, carries -0.09; number 48, C, carries -0.58; number 49, C, carries -0.06; number 50, C, carries -0.09; number 51, P, carries 0.98; number 52, N, carries -0.35; number 53, C, carries -0.59; number 54, C, carries -0.06; number 55, C, carries -0.08; number 56, C, carries -0.08; number 57, C, carries -0.59; number 58, C, carries -0.09; number 59, C, carries -0.09; number 60, C, carries -0.06; number 61, H, carries 0.09; number 62, H, carries 0.07; number 63, H, carries 0.03; number 64, H, carries 0.10; number 65, H, carries 0.07; number 66, H, carries 0.07; number 67, H, carries 0.09; number 68, H, carries 0.06; number 69, H, carries 0.07; number 70, H, carries 0.07; number 71, H, carries 0.06; number 72, H, carries 0.10; number 73, H, carries 0.07; number 74, H, carries 0.10; number 75, H, carries 0.07; number 76, H, carries 0.07; number 77, H, carries 0.05; number 78, H, carries 0.09; number 79, H, carries 0.07; number 80, H, carries 0.07; number 81, H, carries 0.10; number 82, H, carries 0.08; number 83, H, carries 0.11; number 84, H, carries 0.05; number 85, H, carries 0.06; number 86, H, carries 0.08; number 87, H, carries 0.10